1.
{"formula": "C47H39BCl2N9O2STcTe", "method": "ωB97M-V with the def2-TZVPD basis set", "multiplicity": 3, "s2": 2.251, "gap_ev": [5.233, 4.340], "homo_energy_ev": [-12.63, -12.94], "energy_ev": -112914.7444, "charge": 2, "relative_energy_kcal_mol": 35.9, "max_force_ev_per_a": 2.67, "species": ["Tc", "C", "C", "N", "N", "C", "B", "N", "C", "C", "C", "N", "N", "C", "C", "C", "N", "N", "C", "C", "C", "N", "H", "H", "H", "H", "H", "H", "H", "H", "H", "H", "H", "H", "Cl", "C", "C", "C", "C", "C", "Cl", "C", "S", "H", "H", "H", "C", "C", "C", "C", "C", "O", "C", "C", "C", "C", "C", "C", "C", "O", "C", "C", "C", "N", "C", "C", "Te", "C", "C", "C", "C", "C", "C", "C", "C", "C", "C", "C", "C", "H", "H", "H", "H", "H", "H", "H", "H", "H", "H", "H", "H", "H", "H", "H", "H", "H", "H", "H", "H", "H", "H", "H", "H"], "xyz": [[-0.59, 0.56, 0.36], [0.52, -3.46, 1.37], [0.57, -2.34, 0.55], [0.07, -1.29, 1.21], [-0.29, -1.71, 2.43], [-0.03, -3.02, 2.55], [-0.86, -0.65, 3.39], [-2.20, -0.19, 2.79], [-3.42, -0.13, 3.33], [-4.29, 0.39, 2.39], [-3.49, 0.63, 1.28], [-2.24, 0.28, 1.54], [0.14, 0.52, 3.29], [0.91, 1.01, 4.27], [1.57, 2.12, 3.79], [1.15, 2.24, 2.48], [0.30, 1.26, 2.17], [-1.07, -0.97, 4.85], [-0.97, -2.05, 5.66], [-1.36, -1.68, 6.92], [-1.69, -0.32, 6.80], [-1.51, 0.09, 5.57], [0.83, -4.46, 1.14], [0.91, -2.25, -0.46], [-0.26, -3.56, 3.44], [-3.60, -0.44, 4.34], [-5.33, 0.59, 2.51], [-3.76, 1.04, 0.32], [0.95, 0.56, 5.24], [2.25, 2.75, 4.34], [1.38, 3.04, 1.81], [-0.62, -3.00, 5.32], [-1.41, -2.28, 7.80], [-2.03, 0.35, 7.56], [-1.84, 3.08, 3.04], [-2.48, 4.15, 1.85], [-3.13, 5.29, 2.29], [-3.68, 6.17, 1.37], [-3.61, 5.91, 0.01], [-2.94, 4.78, -0.42], [-2.83, 4.45, -2.10], [-2.33, 3.89, 0.48], [-1.28, 2.72, -0.27], [-3.20, 5.50, 3.34], [-4.17, 7.07, 1.72], [-4.05, 6.57, -0.71], [0.51, -2.66, -5.98], [0.06, -2.11, -4.67], [-0.95, -2.72, -3.93], [-1.36, -2.23, -2.70], [-2.22, -3.14, -1.87], [-1.81, -4.27, -1.75], [-3.44, -2.65, -1.23], [-4.05, -3.52, -0.32], [-5.22, -3.17, 0.31], [-5.81, -1.94, 0.03], [-5.22, -1.08, -0.88], [-4.04, -1.42, -1.51], [-0.77, -1.05, -2.15], [-1.20, -0.54, -1.05], [0.34, -0.49, -2.86], [0.70, -1.01, -4.10], [1.14, 0.58, -2.29], [1.01, 1.04, -1.08], [1.88, 2.16, -0.73], [3.26, 1.75, -0.24], [3.27, 0.12, 1.21], [4.71, -1.00, 0.06], [6.06, -0.66, 0.08], [6.96, -1.39, -0.68], [6.52, -2.45, -1.46], [5.17, -2.80, -1.46], [4.27, -2.08, -0.69], [2.21, 1.13, -3.17], [2.05, 2.34, -3.83], [3.11, 2.89, -4.53], [4.33, 2.23, -4.59], [4.48, 1.01, -3.95], [3.44, 0.47, -3.22], [-0.04, -3.56, -6.23], [1.58, -2.90, -5.95], [0.38, -1.94, -6.78], [-1.43, -3.62, -4.31], [-3.59, -4.48, -0.14], [-5.69, -3.85, 1.00], [-6.73, -1.67, 0.51], [-5.69, -0.14, -1.11], [-3.60, -0.76, -2.24], [1.53, -0.57, -4.64], [1.36, 2.75, 0.02], [2.02, 2.81, -1.60], [3.74, 2.60, 0.23], [3.87, 1.42, -1.07], [6.40, 0.16, 0.69], [8.01, -1.14, -0.66], [7.22, -3.02, -2.04], [4.83, -3.63, -2.05], [3.23, -2.36, -0.68], [1.10, 2.85, -3.79], [2.99, 3.84, -5.01], [5.14, 2.66, -5.15], [5.42, 0.48, -4.00], [3.58, -0.47, -2.70]]}

2.
{"formula": "C5H13N2O", "method": "ωB97M-V with the def2-TZVPD basis set", "multiplicity": 2, "s2": 0.751, "gap_ev": [2.645, 6.958], "homo_energy_ev": [4.13, -0.25], "energy_ev": -10417.2873, "charge": -2, "relative_energy_kcal_mol": 43.4, "max_force_ev_per_a": 5.71, "species": ["C", "N", "C", "O", "C", "C", "C", "N", "H", "H", "H", "H", "H", "H", "H", "H", "H", "H", "H", "H", "H"], "xyz": [[-0.22, -0.15, -1.14], [1.20, -0.04, -1.71], [2.23, -1.33, -1.43], [1.68, -2.39, -1.88], [-0.22, 0.42, 0.27], [-1.58, 0.34, 0.97], [-1.30, -0.27, 2.38], [0.20, 1.86, 0.23], [-0.91, 0.54, -1.73], [-0.73, -1.17, -1.13], [1.08, -0.06, -2.76], [2.98, -0.95, -1.98], [2.34, -1.03, -0.31], [0.64, -0.09, 0.79], [-2.37, -0.24, 0.39], [-2.14, 1.34, 1.10], [-2.43, -0.65, 2.65], [-1.10, 0.52, 3.15], [-0.51, -0.98, 2.42], [-0.03, 2.23, -0.71], [1.19, 2.07, 0.44]]}

3.
{"formula": "C41H84F2I3N5O12S", "method": "ωB97M-V with the def2-TZVPD basis set", "gap_ev": 7.991, "homo_energy_ev": -8.66, "energy_ev": -116460.3527, "max_force_ev_per_a": 5.54, "species": ["C", "C", "C", "I", "C", "C", "C", "F", "C", "C", "O", "C", "C", "I", "C", "C", "I", "C", "C", "C", "O", "C", "C", "O", "F", "C", "C", "C", "C", "O", "O", "S", "O", "O", "H", "H", "H", "H", "H", "H", "H", "H", "H", "H", "H", "H", "H", "H", "H", "H", "H", "H", "H", "H", "H", "H", "H", "H", "H", "H", "H", "H", "H", "C", "C", "C", "O", "C", "N", "H", "H", "H", "H", "H", "H", "H", "H", "H", "H", "H", "C", "C", "C", "O", "C", "N", "H", "H", "H", "H", "H", "H", "H", "H", "H", "H", "H", "C", "C", "C", "O", "C", "N", "H", "H", "H", "H", "H", "H", "H", "H", "H", "H", "H", "C", "C", "C", "O", "C", "N", "H", "H", "H", "H", "H", "H", "H", "H", "H", "H", "H", "C", "C", "C", "O", "C", "N", "H", "H", "H", "H", "H", "H", "H", "H", "H", "H", "H"], "xyz": [[-3.38, 3.09, -1.41], [-2.64, 1.69, -1.25], [-1.11, 1.86, -1.09], [-0.23, 1.32, -3.05], [-0.29, 1.39, 0.17], [1.17, 1.91, -0.21], [2.19, 2.28, 0.90], [3.50, 1.87, 0.48], [-0.34, -0.15, 0.67], [1.06, -0.59, 1.24], [1.43, -0.28, 2.58], [2.46, -1.15, 3.05], [-0.72, -1.11, -0.52], [-2.69, -1.68, -1.27], [0.20, -1.75, -1.35], [1.72, -1.63, -1.34], [-0.35, -3.15, -2.96], [-1.28, -0.35, 2.01], [-2.84, -0.25, 1.78], [-3.70, -0.57, 3.08], [-4.37, 0.27, 3.60], [-1.14, -1.80, 2.62], [-1.75, -2.98, 1.83], [-1.05, -3.69, 1.22], [-3.09, -3.29, 1.83], [-1.14, 0.80, 3.09], [-0.73, 0.32, 4.55], [0.04, 1.55, 5.28], [-0.92, 2.79, 5.69], [-0.32, 1.78, 6.65], [-0.24, 1.90, 2.79], [-0.79, 2.62, 1.46], [-0.17, 3.92, 1.21], [-2.20, 2.96, 1.44], [-2.86, 3.91, -0.86], [-3.41, 3.36, -2.49], [-4.42, 3.02, -1.04], [-2.85, 1.18, -2.21], [-3.21, 1.13, -0.49], [-0.98, 2.97, -1.11], [1.10, 2.82, -0.84], [1.72, 1.20, -0.86], [2.05, 1.90, 1.92], [2.27, 3.39, 0.98], [1.96, -0.28, 0.66], [1.06, -1.71, 1.16], [3.38, -0.98, 2.45], [2.14, -2.21, 3.11], [2.69, -0.80, 4.09], [2.18, -0.63, -1.29], [2.13, -2.21, -0.47], [2.20, -2.11, -2.22], [-3.33, -0.98, 1.11], [-3.22, 0.76, 1.53], [-3.71, -1.59, 3.54], [-1.60, -1.89, 3.64], [-0.11, -2.14, 2.85], [-2.09, 1.35, 3.31], [0.03, -0.48, 4.56], [-1.60, 0.13, 5.20], [1.08, 1.79, 4.93], [-1.81, 2.42, 5.17], [-0.21, 3.55, 5.32], [-0.75, -9.26, -2.49], [-1.68, -8.39, -1.66], [-3.11, -8.29, -2.23], [-3.24, -7.42, -3.34], [-2.89, -8.00, -4.59], [-1.07, -7.06, -1.50], [-0.42, -8.77, -3.41], [0.15, -9.51, -1.92], [-1.24, -10.20, -2.76], [-1.76, -8.85, -0.67], [-3.75, -7.86, -1.45], [-3.52, -9.28, -2.46], [-3.16, -9.06, -4.63], [-1.82, -7.87, -4.79], [-3.44, -7.47, -5.37], [-1.64, -6.51, -0.87], [-1.16, -6.58, -2.39], [5.85, 2.04, -4.66], [4.40, 1.95, -4.20], [4.22, 1.19, -2.87], [4.32, -0.22, -2.98], [5.64, -0.73, -2.98], [3.59, 1.35, -5.27], [6.22, 1.10, -5.07], [5.95, 2.79, -5.45], [6.50, 2.34, -3.84], [4.04, 2.97, -4.04], [3.21, 1.39, -2.50], [4.91, 1.56, -2.10], [6.30, -0.15, -2.33], [6.03, -0.77, -3.99], [5.60, -1.76, -2.60], [2.62, 1.37, -4.99], [3.81, 0.35, -5.30], [-0.76, 9.91, 0.76], [-0.51, 8.43, 1.03], [0.23, 7.71, -0.12], [-0.57, 7.41, -1.25], [-0.74, 8.49, -2.16], [-1.79, 7.77, 1.32], [-1.56, 10.07, 0.05], [-1.05, 10.41, 1.69], [0.14, 10.40, 0.39], [0.12, 8.36, 1.92], [0.58, 6.75, 0.26], [1.13, 8.27, -0.42], [0.15, 9.11, -2.23], [-1.60, 9.09, -1.87], [-0.94, 8.06, -3.14], [-1.61, 6.81, 1.59], [-2.30, 7.69, 0.45], [6.13, 3.47, 4.69], [5.54, 2.67, 3.54], [6.29, 1.35, 3.27], [7.52, 1.50, 2.58], [8.62, 1.84, 3.41], [5.49, 3.51, 2.34], [7.05, 3.98, 4.42], [5.42, 4.25, 5.01], [6.32, 2.83, 5.56], [4.51, 2.41, 3.81], [5.66, 0.74, 2.61], [6.43, 0.77, 4.19], [8.55, 1.37, 4.40], [8.70, 2.92, 3.51], [9.53, 1.48, 2.92], [5.02, 3.00, 1.60], [6.45, 3.61, 2.00], [-7.07, -6.88, -1.68], [-7.54, -5.85, -2.70], [-6.55, -4.70, -2.91], [-6.54, -3.73, -1.87], [-5.75, -4.07, -0.75], [-8.86, -5.35, -2.29], [-7.16, -6.53, -0.65], [-7.67, -7.79, -1.76], [-6.03, -7.16, -1.86], [-7.65, -6.36, -3.66], [-6.85, -4.16, -3.81], [-5.53, -5.08, -3.10], [-4.86, -4.64, -1.03], [-6.35, -4.63, -0.02], [-5.44, -3.15, -0.26], [-9.22, -4.74, -3.02], [-8.73, -4.74, -1.49]]}

4.
{"formula": "C5H7NO2", "method": "ωB97M-V with the def2-TZVPD basis set", "gap_ev": [7.928, 7.925], "homo_energy_ev": [-7.85, -7.84], "energy_ev": -10880.0967, "relative_energy_kcal_mol": 81.2, "max_force_ev_per_a": 0.80, "species": ["C", "C", "C", "C", "C", "O", "N", "O", "H", "H", "H", "H", "H", "H", "H"], "xyz": [[1.69, 0.07, 0.94], [-1.55, 0.95, -0.99], [0.58, -0.39, 0.03], [-1.83, -0.08, -0.09], [-0.76, -0.66, 0.56], [0.22, 0.89, -1.00], [0.77, -1.57, -0.61], [-2.01, 1.80, -1.65], [0.54, 1.76, -0.72], [0.19, -1.65, -1.44], [-2.87, -0.33, 0.07], [-0.87, -1.32, 1.41], [1.45, 1.03, 1.41], [1.83, -0.67, 1.72], [2.62, 0.15, 0.37]]}